Formula: CH2O2
Source: the Open Molecules 2025 dataset
Level of theory: ωB97M-V with the def2-TZVPD basis set

Last column: Löwdin spin population.
Element x y z (Å)
O  3.87125  -0.48952  -0.03160  0.513
C  3.01837  0.30994  -0.09884  0.000
O  2.30508  1.13709  -0.50213  0.487
H  -33.69826  -3.87743  2.39335  0.000
H  -33.86071  -3.14931  2.53766  0.000

Atomic forces in eV per Å
-0.01 -0.31 0.70
0.61 0.00 -1.20
-0.60 0.31 0.50
-0.14 0.62 0.12
0.14 -0.62 -0.12

Net charge: +1
Energy: -189.2734 hartree
ΔE to the lowest compared entry with this formula, charge and spin: 243.1 kJ/mol
HOMO level (spin up / spin down): -14.761 / -14.761 eV
2S+1: 2
LUMO energy (spin up / spin down): -7.85 / -14.37 eV
M: 46.03 g/mol